Formula: C19H30F9NO7
Source: the OMol25 dataset
Level of theory: ωB97M-V/def2-TZVPD

```
! wB97M-V def2-TZVPD RIJCOSX def2/J DEFGRID3
* xyz 0 1
F 3.0151 -3.2144 6.9482
H -3.1065 2.4374 -6.2554
H -2.2019 1.1431 0.1143
C 2.1582 2.7761 2.9712
O -4.9765 2.9134 -8.1041
C -1.6539 0.9500 -0.8138
H -6.8242 3.7676 -8.4918
C 2.3175 -1.1992 5.2751
H 1.9753 -1.9680 4.6016
C 4.3482 -3.8848 5.1363
F 4.5865 -1.1935 4.5913
O 1.7326 1.5117 2.7149
F 6.5472 -2.9023 4.9291
C -4.9845 1.2449 -5.3064
H -6.7371 2.7962 -6.9969
C -2.2591 -1.3223 -1.0819
H -2.2888 1.1955 -1.6687
H -3.3220 3.9635 -5.3822
F 6.4248 -5.0358 5.3796
H -0.6934 0.0262 -3.3869
H -1.3211 -2.2451 -2.7826
C -6.3897 2.8744 -8.0296
H -0.7722 1.5889 -0.8354
C -1.4982 -0.2170 -4.0843
H 2.2720 0.9546 5.4238
H 3.0327 -1.5238 2.7384
C -3.8369 3.2047 -5.9808
O -1.2110 -0.3953 -0.8586
C -2.2852 -1.8033 -2.5147
N 0.4993 -1.5393 1.9790
C 3.7507 -1.3957 5.6568
H -3.5739 4.3461 -7.7649
O 3.3418 2.7231 3.6123
C 3.8685 1.4105 3.5261
C 4.0915 -2.8034 6.2239
C 2.0155 0.1872 4.7080
O -2.6229 -0.7578 -3.4149
F 5.9057 -4.3077 3.3885
C 2.7370 -0.5766 2.3134
O -4.8621 2.6524 -5.1733
H -2.0794 -2.1787 -0.4244
F 4.1118 -0.4876 6.5919
H -4.1499 0.7336 -4.8194
C 1.4347 -0.7931 1.5671
H -5.9059 0.9458 -4.8098
C 5.8584 -4.0286 4.7102
C 2.6068 0.5439 3.3323
H 4.6127 1.2673 2.7507
H 0.9370 0.2354 4.5963
C -4.3930 3.8609 -7.2246
H -3.0513 -2.5786 -2.6132
H -3.2244 -0.8852 -0.8109
H -1.8175 0.6961 -4.5848
H -1.1253 -0.9183 -4.8390
H 1.2935 -0.2918 0.6217
H 0.7820 -1.9567 2.8655
H -5.1197 4.6311 -6.9499
F 3.5989 -3.6478 4.0471
F 3.9633 -5.0729 5.6447
O 1.5303 3.7645 2.6876
H -6.7239 1.9980 -8.5819
F 5.1440 -2.7482 7.0596
H 1.7278 -1.3088 6.1745
H -5.0361 0.9422 -6.3553
H 3.4922 -0.3168 1.5801
H 4.3340 1.2120 4.4794
*
```

Calculated values
* SMILES string: [H]/N=C\C[C@@]1(CCC(F)(F)C(F)(F)C(F)(F)C(F)(F)F)COC(=O)O1.COCCOC.COCCOC

=====

Formula: C19H30N2O2
Source: the OMol25 dataset
Level of theory: ωB97M-V/def2-TZVPD

```
! wB97M-V def2-TZVPD RIJCOSX def2/J DEFGRID3
* xyz 0 1
H -0.1053 -0.4846 2.5061
C -1.6568 0.8363 0.8626
C -3.3065 -1.2344 -1.8899
C -0.0699 2.0557 1.8029
C -2.2179 0.6859 -2.8888
C -1.8421 0.9415 -1.5207
H -1.3282 1.8241 -1.5258
H 0.5784 -2.3135 -1.2288
C -1.3429 -1.3517 -5.5548
O -3.3514 -1.2723 -4.3809
C 1.6018 0.0963 1.9700
H 2.2612 0.1507 1.0627
C -2.8257 -0.8056 -5.5234
H 0.4964 -2.5080 1.4889
C 0.1192 -1.5990 0.8315
N -0.4731 1.1448 1.0545
C 3.2498 1.3676 3.1522
H -2.0997 0.1809 1.6823
C -2.3118 0.2181 -0.2778
H 5.5863 0.1054 5.3025
H -0.6283 -0.8775 -4.8142
H 2.1424 -0.8492 2.4792
H -1.2963 -2.3391 -5.7315
H 3.0168 -0.1342 4.9503
C 1.0081 -1.5845 -0.5292
H 4.1130 1.3370 2.3108
C -2.9742 -0.7476 -0.6737
H 6.0302 0.7842 3.8117
C 0.2950 -0.2384 1.4836
H 4.8170 -0.7418 2.5511
H 4.4521 -1.7691 4.0091
C 1.4261 2.4747 2.0120
C 5.3065 0.3512 4.3725
H -1.9652 1.0328 -3.7589
H -4.0739 -2.1474 -2.0015
C -2.9710 -0.6382 -3.0629
C 4.6303 -0.8663 3.4995
H -0.8816 -1.5209 0.5108
H 1.8702 -1.5607 -0.1767
H -3.2635 -1.2035 -6.3047
H -2.4261 1.7988 0.9084
H 1.9356 2.3001 1.2535
N 1.9142 1.1377 2.8738
H -2.6663 0.2412 -5.4167
H -0.5016 3.0179 1.4378
H 1.3712 3.1524 2.7128
H -0.8440 -0.9279 -6.5690
H -0.6524 2.1110 2.9535
H 0.7225 0.5100 -0.8428
H 3.4153 2.3337 3.6530
C 3.8896 0.2944 3.9672
H -3.2471 -1.4699 0.2093
O 0.8608 -0.4527 -1.1505
*
```

=====

Formula: C19H30N3O
Source: the OMol25 dataset
Level of theory: ωB97M-V/def2-TZVPD

```
! wB97M-V def2-TZVPD RIJCOSX def2/J DEFGRID3
* xyz 1 1
C 3.7949 0.3061 2.2194
H 3.9227 3.0784 4.0306
C 1.9913 1.4514 3.6055
C -5.1396 -2.6985 -4.3481
C -1.9252 -1.9816 0.3906
H -3.8793 0.0750 -3.2602
N 3.3404 2.2633 0.8264
H 4.6834 -0.2351 2.5644
H 2.3381 1.9262 1.0333
N -0.3532 -0.6288 1.5815
C 1.0241 0.3116 3.3023
C 4.1375 2.4493 3.1667
H -0.1303 0.6033 -0.8390
H -2.0859 -2.5370 1.3042
H -5.8873 -0.6933 -4.0794
H 3.8976 0.3927 0.0441
C -1.5219 -0.5790 -1.9436
H -5.1120 -0.9401 -5.6403
H -3.0211 -0.4135 -4.7193
H -4.1254 -3.9300 -2.8539
H -1.3508 -0.0265 -2.8543
H 1.9774 1.6337 4.6855
H 2.8801 2.1762 -1.2196
H 5.2010 1.2892 0.8448
H 1.5943 2.3554 3.1194
C -2.4373 -1.6282 -1.9405
H -5.0123 -2.5325 -2.2074
C -0.8214 -0.2216 -0.8077
H -4.6242 -3.2349 -5.1462
H 3.0112 3.9533 2.0259
H 4.6849 3.7391 1.4939
C -3.1711 -1.9834 -3.2027
H 0.1392 0.4510 3.9278
C 4.1420 1.0279 0.8956
C -4.3939 -2.8899 -3.0326
H -3.3091 -3.1544 -0.7088
C -1.0228 -0.9236 0.3738
H 3.0142 -0.4303 2.0441
H 1.4614 -0.6519 3.5705
C -2.6200 -2.3272 -0.7516
N 3.3962 1.2205 3.2690
C 3.7986 3.2167 1.8605
H -6.1667 -3.0555 -4.3039
H -2.4590 -2.4987 -3.8594
H 5.2005 2.2005 3.1924
C -3.7218 -0.7497 -3.9561
C 3.3286 2.8673 -0.5091
H 4.3434 3.1028 -0.8289
C 0.5617 0.3037 1.8513
C -5.0570 -1.1893 -4.5822
O 1.0014 1.1049 1.0191
H 2.7391 3.7820 -0.4945
H -0.6437 -1.2194 2.3515
*
```

Calculated values
* SMILES string: C[NH+]1CCN(CCC(=O)Nc2ccc(C3CCCC3)cc2)CC1

=====

Result set for orbital gap: 9.6; 9.2; 8.9 eV, one per record in the order listed.
Result set for energy above the lowest of the compared OMol25 structures with the same formula, charge and spin: 6.26; 426.65; 3.19 kcal per mole, one per record in the order listed.